(1)
{
  "formula": "FH3P2S2",
  "method": "ωB97M-V/def2-TZVPD",
  "symbols": ["S", "S", "P", "P", "F", "H", "H", "H"],
  "coordinates": [[-2.14, 0.00, 1.22], [0.31, -1.97, -0.29], [-0.66, -0.03, -0.05], [0.82, 1.59, 0.22], [-1.06, 0.39, -1.80], [1.26, 1.47, -1.16], [1.43, 0.52, 0.85], [0.05, -1.97, 1.00]],
  "e_tot_ev": -43014.5353,
  "mol_weight_g_mol": 148.1,
  "charge": 0,
  "lumo_energy_ev": -0.50,
  "de_lowest_ev": 0.830,
  "homo_lumo_gap_ev": 9.0
}

---

(2)
{
  "formula": "FH48O24",
  "method": "ωB97M-V/def2-TZVPD",
  "symbols": ["F", "O", "O", "O", "O", "O", "O", "O", "O", "O", "O", "O", "O", "O", "O", "O", "O", "O", "O", "O", "O", "O", "O", "O", "O", "H", "H", "H", "H", "H", "H", "H", "H", "H", "H", "H", "H", "H", "H", "H", "H", "H", "H", "H", "H", "H", "H", "H", "H", "H", "H", "H", "H", "H", "H", "H", "H", "H", "H", "H", "H", "H", "H", "H", "H", "H", "H", "H", "H", "H", "H", "H", "H"],
  "coordinates": [[-0.39, -0.13, 0.05], [-4.15, 0.01, -0.61], [1.09, -0.30, 2.41], [-2.36, -1.31, 1.25], [-1.84, 2.08, 4.14], [1.49, 4.11, 0.12], [-2.26, -3.90, 0.99], [-1.09, -3.45, -3.67], [-1.82, 1.81, -1.15], [0.71, -2.82, 0.44], [0.06, -5.01, -1.78], [-1.56, -0.90, 3.73], [-1.29, 1.21, -3.60], [-0.41, -1.15, -2.53], [-0.69, 2.30, 1.65], [-0.64, 4.34, -1.44], [-3.32, 3.66, 1.83], [4.73, 1.01, -2.24], [2.83, -3.38, 2.39], [3.56, 0.59, 3.32], [2.26, -0.01, -0.93], [4.01, 3.13, 0.75], [-4.77, -1.91, -2.67], [2.35, -2.49, -2.42], [4.26, 0.47, 0.80], [1.18, -2.87, 1.28], [-1.18, 1.20, -0.76], [-1.82, 0.00, 3.93], [0.24, -4.98, -0.84], [-2.30, -2.98, 1.26], [-5.31, -1.16, -2.91], [-1.36, -4.19, -3.13], [3.65, 0.08, 0.17], [1.78, -3.02, -1.86], [-3.17, -1.07, 0.80], [-0.57, -0.79, -1.66], [-0.49, 1.72, -3.73], [-0.81, 3.40, -1.32], [3.96, 1.37, 0.89], [-4.23, -1.59, -1.95], [-0.80, -0.51, -3.13], [0.21, 2.57, 1.46], [-1.62, 2.95, 4.49], [2.76, 0.16, 3.02], [0.37, -0.37, 3.04], [-1.24, 4.77, -0.83], [-1.67, -0.89, 0.73], [5.34, 1.16, -1.52], [-2.02, -1.11, 2.92], [-1.77, 1.32, -4.42], [-4.72, 0.45, 0.01], [-1.41, 2.06, 3.28], [-3.58, 0.71, -0.94], [4.48, 3.93, 0.51], [-2.40, 3.44, 1.76], [4.15, 0.55, 2.56], [-1.76, 1.65, -2.09], [2.17, -0.64, -1.65], [-3.75, 2.84, 2.07], [3.11, 3.29, 0.49], [1.62, 4.98, 0.50], [0.89, 4.26, -0.62], [0.76, -5.56, -2.14], [3.24, -2.76, 1.79], [4.02, 0.49, -1.85], [1.88, -2.43, -3.25], [-0.93, -2.74, -3.05], [1.40, -0.01, -0.50], [0.43, -1.91, 0.38], [0.66, -0.14, 1.57], [3.26, -3.24, 3.23], [-2.59, -3.90, 0.09], [-0.83, 1.53, 1.10]],
  "e_tot_ev": -52643.5948,
  "mol_weight_g_mol": 451.4,
  "charge": -1,
  "lumo_energy_ev": 1.58,
  "homo_lumo_gap_ev": 8.8
}

---

(3)
{
  "formula": "FH4NSi",
  "method": "ωB97M-V/def2-TZVPD",
  "symbols": ["Si", "F", "N", "H", "H", "H", "H"],
  "coordinates": [[0.71, -0.57, -0.22], [2.03, 0.19, 0.29], [-1.07, 0.81, 0.00], [-2.06, 0.39, 0.17], [-1.15, 1.38, 0.83], [0.80, -0.32, -1.63], [0.73, -1.88, 0.57]],
  "e_tot_ev": -12149.9319,
  "mol_weight_g_mol": 65.1,
  "charge": 0,
  "lumo_energy_ev": 0.68,
  "de_lowest_ev": 2.006,
  "homo_lumo_gap_ev": 9.9
}

---

(4)
{
  "formula": "FHIN",
  "method": "ωB97M-V/def2-TZVPD",
  "symbols": ["I", "F", "N", "H"],
  "coordinates": [[-0.15, -0.32, 1.28], [0.80, -0.24, -1.31], [1.09, 0.32, 0.10], [-1.74, 0.23, -0.06]],
  "e_tot_ev": -12317.2371,
  "mol_weight_g_mol": 160.9,
  "charge": 0,
  "lumo_energy_ev": [-1.20, -1.74],
  "de_lowest_ev": 4.147,
  "homo_lumo_gap_ev": [8.5, 7.1]
}

---

(5)
{
  "formula": "FHN2O3",
  "method": "ωB97M-V/def2-TZVPD",
  "symbols": ["F", "O", "O", "O", "N", "N", "H"],
  "coordinates": [[2.26, -1.63, -0.53], [2.79, 0.86, 0.25], [-0.08, -0.78, 0.51], [0.77, 1.28, -0.39], [1.13, -0.61, 0.76], [1.65, 0.64, 0.13], [-0.43, -0.07, -0.12]],
  "e_tot_ev": -11848.1078,
  "mol_weight_g_mol": 96.0,
  "charge": 0,
  "lumo_energy_ev": [-2.58, -2.53],
  "de_lowest_ev": 2.637,
  "homo_lumo_gap_ev": [9.0, 9.9]
}

---

(6)
{
  "formula": "FHN2O3",
  "method": "ωB97M-V/def2-TZVPD",
  "symbols": ["F", "O", "O", "O", "N", "N", "H"],
  "coordinates": [[-0.93, -0.39, 1.42], [0.27, 1.25, 0.54], [-0.12, -1.98, -0.54], [1.19, -0.37, -1.20], [0.31, -0.89, -0.64], [-0.65, 0.29, 0.26], [-0.05, 2.09, 0.17]],
  "e_tot_ev": -11849.2043,
  "mol_weight_g_mol": 96.0,
  "charge": 0,
  "lumo_energy_ev": 0.35,
  "de_lowest_ev": 1.541,
  "homo_lumo_gap_ev": 10.8
}

---

(7)
{
  "formula": "FHN2O3",
  "method": "ωB97M-V/def2-TZVPD",
  "symbols": ["F", "O", "O", "O", "N", "N", "H"],
  "coordinates": [[-1.19, -0.42, -1.49], [-1.61, -0.27, 0.62], [-0.44, -1.93, 0.01], [1.28, 1.00, 1.28], [1.27, 0.93, 0.07], [-1.03, -0.98, -0.04], [1.71, 1.67, -0.46]],
  "e_tot_ev": -11848.8346,
  "mol_weight_g_mol": 96.0,
  "charge": 0,
  "lumo_energy_ev": -0.73,
  "de_lowest_ev": 1.911,
  "homo_lumo_gap_ev": 9.1
}

---

(8)
{
  "formula": "FHNO2S",
  "method": "ωB97M-V/def2-TZVPD",
  "symbols": ["S", "F", "O", "O", "N", "H"],
  "coordinates": [[1.07, 0.05, -1.21], [0.93, 1.45, -2.62], [1.48, -0.93, -2.18], [2.12, 0.69, -0.41], [0.01, -0.82, -0.31], [-0.29, -0.20, 0.41]],
  "e_tot_ev": -19153.7633,
  "mol_weight_g_mol": 98.1,
  "charge": -1,
  "lumo_energy_ev": 3.77,
  "de_lowest_ev": 1.429,
  "homo_lumo_gap_ev": 8.9
}